Entry 1:
{"formula": "C17H22ClN3O3", "method": "ωB97M-V/def2-TZVPD", "elements": ["Cl", "O", "O", "O", "N", "N", "N", "C", "C", "C", "C", "C", "C", "C", "C", "C", "C", "C", "C", "C", "C", "C", "C", "C", "H", "H", "H", "H", "H", "H", "H", "H", "H", "H", "H", "H", "H", "H", "H", "H", "H", "H", "H", "H", "H", "H"], "positions_angstrom": [[0.59789, 2.93770, -3.88142], [-0.96454, -3.42094, 0.00336], [-3.20229, -3.11880, -0.06335], [3.59548, 0.18345, -2.15998], [-0.12031, -0.00239, 1.13513], [-1.43765, -0.61369, 2.91976], [-2.15431, 1.66931, 0.17764], [-2.03481, -3.45852, 0.54403], [-0.79059, 2.22722, -1.70684], [2.66845, 1.05320, -2.74957], [4.88549, -0.25558, -0.16419], [1.20728, 0.52567, -0.78236], [-3.49874, -1.70684, -0.03041], [-3.65151, 1.05477, 1.93432], [1.40274, 1.21017, -1.94722], [0.36923, 2.06956, -2.39563], [6.36842, -0.62580, -0.31347], [0.02666, 0.66951, -0.04089], [-0.98326, 1.52415, -0.50882], [-1.24339, 0.14247, 1.76149], [-4.30119, -1.35053, 1.20503], [-4.68415, 0.13101, 1.27573], [4.38960, 0.79805, -1.15212], [-2.30835, 0.98146, 1.26418], [6.77883, -0.93150, 0.64780], [-4.90463, 0.50666, 0.27546], [6.94747, 0.21747, -0.68314], [1.95959, -0.16042, -0.42115], [3.11457, 2.03564, -2.93874], [-4.00252, 2.07952, 1.81481], [-2.55939, -1.15919, -0.11620], [-1.80014, -0.07903, 3.69659], [6.48010, -1.47247, -0.98685], [2.41150, 0.64550, -3.72878], [5.23817, 1.30359, -1.62417], [4.28485, -1.14814, -0.34578], [-5.21921, -1.93973, 1.16277], [-5.60248, 0.20461, 1.85894], [3.79729, 1.55477, -0.63042], [-0.56169, -1.05324, 3.17304], [-3.58916, 0.85520, 3.00271], [-4.07264, -1.49502, -0.93060], [-3.78006, -1.65952, 2.11236], [-1.56291, 2.88432, -2.07887], [-2.15081, -3.86455, 1.56011], [4.65714, 0.05095, 0.85573]], "forces_ev_per_a": [[-0.003, 0.091, -0.132], [-0.636, 0.239, 0.318], [-0.004, 0.149, 0.280], [-0.001, -0.144, 0.042], [0.142, -0.038, -0.131], [0.201, 0.157, 0.041], [0.027, 0.003, -0.170], [0.770, -0.453, -0.456], [-0.175, 0.197, -0.162], [0.061, 0.006, -0.227], [0.002, -0.248, -0.218], [0.215, -0.178, -0.020], [0.193, -0.034, -0.164], [-0.021, 0.178, -0.174], [-0.100, 0.154, -0.010], [0.338, -0.151, 0.010], [-0.353, -0.093, 0.259], [-0.192, 0.078, 0.080], [-0.019, -0.056, 0.142], [-0.183, -0.061, 0.136], [-0.270, -0.018, -0.025], [0.016, -0.194, 0.272], [0.007, 0.055, 0.155], [-0.005, 0.009, 0.205], [0.098, 0.005, 0.008], [-0.006, 0.030, -0.063], [0.126, 0.004, -0.011], [0.027, -0.017, 0.020], [0.004, 0.071, 0.027], [0.007, 0.054, 0.079], [0.014, 0.032, 0.012], [-0.157, -0.087, 0.008], [0.133, 0.089, -0.195], [0.036, -0.064, -0.027], [-0.003, 0.092, -0.056], [-0.073, -0.014, 0.091], [-0.004, -0.061, 0.000], [-0.081, 0.117, -0.062], [-0.043, 0.041, -0.011], [-0.014, -0.067, 0.034], [0.012, -0.112, 0.050], [-0.055, -0.040, -0.027], [0.118, 0.046, -0.015], [-0.085, 0.006, 0.063], [-0.171, 0.070, -0.007], [0.104, 0.159, 0.030]], "mulliken_charge": [-0.23, -0.45, -0.38, -0.42, -0.52, -0.40, -0.60, 0.12, -0.83, -1.22, -0.40, -0.17, -0.22, -1.09, 0.28, 0.11, -1.23, 0.24, 0.45, 0.70, -0.66, -0.62, -0.56, 0.18, 0.35, 0.39, 0.33, 0.49, 0.50, 0.38, 0.08, 0.26, 0.30, 0.46, 0.42, 0.28, 0.40, 0.36, 0.39, 0.29, 0.37, 0.34, 0.23, 0.52, 0.40, 0.34], "homo_lumo_gap_ev": 8.6, "spin_multiplicity": 1, "smiles": "CCCOCc1cc2nc(N)c(CCCCOC=O)nc2cc1Cl", "relative_energy_ev": 1.546, "fmax_ha_per_bohr": 0.0195}

Entry 2:
{"formula": "C17H22F5N2O12", "method": "ωB97M-V/def2-TZVPD", "elements": ["F", "F", "F", "F", "F", "O", "O", "O", "O", "O", "O", "O", "O", "O", "O", "O", "O", "N", "N", "C", "C", "C", "C", "C", "C", "C", "C", "C", "C", "C", "C", "C", "C", "C", "C", "C", "H", "H", "H", "H", "H", "H", "H", "H", "H", "H", "H", "H", "H", "H", "H", "H", "H", "H", "H", "H", "H", "H"], "positions_angstrom": [[2.15666, 5.25178, 4.52746], [-3.44847, 0.01821, 0.20656], [1.01079, -3.45114, -1.26460], [2.94262, -0.58607, -6.38846], [-3.48210, -2.84776, 3.26913], [5.01922, -3.29611, -6.69865], [4.15918, -1.96520, -5.09294], [-3.00006, -5.96365, 0.16486], [-0.43463, 3.56645, 6.00258], [0.85142, 3.45876, 4.15767], [0.58182, 0.94692, -1.57217], [-4.52474, -4.30704, 0.34908], [-0.60285, 1.78779, 4.62012], [-2.83204, -4.44893, 1.83417], [5.34547, -3.80278, -4.52248], [0.49477, -1.26656, -1.11716], [1.41878, -0.55026, -3.04176], [-1.23623, 0.54334, 0.78669], [-1.49822, 3.32087, 0.08249], [4.88368, -3.09113, -5.36000], [-0.10601, 2.84079, 4.90306], [-3.41448, -5.00056, 0.73026], [-0.50969, 1.50608, 1.71799], [4.12673, -1.24167, -6.30812], [-2.80646, 2.15809, 1.75042], [-3.39515, -3.16054, 1.95360], [1.02227, 1.42676, 1.29869], [-4.75400, -3.32197, 1.34748], [1.63015, -1.95871, -2.96983], [-1.34056, 2.83376, 1.48956], [0.81479, -0.18604, -1.88485], [0.46410, 4.67011, 6.05042], [-2.51521, 0.83545, 0.86743], [0.88780, 4.79662, 4.62172], [4.21960, -2.31518, -7.34670], [0.59201, -2.38693, -1.98234], [-5.12748, -2.39636, 0.90730], [-5.49228, -3.69374, 2.06304], [4.69305, -1.96678, -8.26512], [3.24580, -2.74645, -7.59482], [-0.67419, 3.06666, -0.49214], [-0.03410, 5.56738, 6.41848], [-0.75263, 0.99767, 2.74412], [0.22654, 5.41641, 4.00892], [-0.85878, -0.23963, 0.23554], [-0.38705, -2.59958, -2.42080], [4.95002, -0.52232, -6.32924], [1.38569, 0.35526, 1.42270], [-3.70634, 2.68956, 1.30765], [1.49490, -2.42661, -3.94484], [-2.87598, 1.94839, 2.86819], [2.64847, -2.15518, -2.62430], [-1.10186, 3.73398, 2.14382], [-2.75777, -2.43293, 1.44155], [1.62913, 2.13710, 1.95989], [1.11909, 1.68061, 0.18368], [1.29664, 4.43168, 6.71743], [-1.64184, 4.34132, 0.06756]], "forces_ev_per_a": [[-0.095, 0.029, -0.192], [2.473, 2.425, 1.855], [-0.213, 0.095, 0.039], [-0.023, 0.162, 0.106], [0.188, 0.225, 0.021], [-0.114, 0.325, 0.647], [0.359, -0.018, -0.401], [-0.314, 0.763, 0.452], [0.150, -0.450, -0.846], [-0.725, -0.046, 0.166], [-0.120, -0.796, -0.357], [0.533, -0.041, 0.241], [0.300, 0.748, 0.354], [-0.220, 0.496, -0.526], [-0.478, 0.545, -0.524], [-0.312, 0.603, -0.291], [-0.604, 0.304, 0.992], [-3.748, 0.935, 0.340], [1.560, -0.425, 0.185], [0.740, -1.332, 0.736], [-0.479, -0.895, 0.439], [0.259, -1.499, -0.863], [1.545, -1.084, -0.235], [-0.523, 0.399, 0.085], [0.632, -0.748, -0.613], [0.055, -0.277, 0.810], [-0.310, 0.569, 0.185], [-0.814, 0.430, -0.302], [0.550, -0.390, -0.770], [-2.041, -0.124, -0.233], [0.469, 1.037, -0.697], [-0.151, 0.578, 0.845], [0.053, -0.966, -0.358], [0.868, 0.367, -0.085], [0.092, -0.172, -0.952], [0.188, -1.099, 0.288], [0.024, -0.181, -0.154], [0.231, 0.051, 0.139], [0.108, -0.170, 0.132], [-0.040, 0.192, 0.150], [-0.668, 0.517, 0.378], [-0.140, -0.223, -0.015], [0.947, 1.710, -1.717], [0.165, 0.026, -0.048], [0.093, 0.408, 0.258], [0.024, -0.066, 0.156], [-0.175, 0.079, 0.039], [-0.407, 1.386, 0.038], [1.282, -0.554, 0.737], [-0.015, 0.273, 0.028], [-0.352, -0.257, -1.465], [-0.158, -0.088, 0.121], [-0.238, -1.730, -0.261], [0.040, 0.043, 0.166], [-0.821, -1.139, -1.003], [-0.015, -0.133, 2.051], [0.079, 0.023, -0.240], [0.308, -0.840, -0.031]], "mulliken_charge": [-0.28, -0.25, -0.28, -0.29, -0.29, -0.30, -0.24, -0.48, -0.31, -0.19, -0.54, -0.32, -0.54, -0.32, -0.50, -0.40, -0.32, 0.53, -0.55, 0.63, 0.60, 0.60, 0.01, 0.32, -0.78, 0.70, -1.13, -0.38, -0.49, 0.30, 0.57, -0.49, 0.41, 0.29, -0.44, 0.34, 0.26, 0.28, 0.29, 0.28, 0.20, 0.29, 0.43, 0.29, 0.11, 0.33, 0.27, 0.36, 0.39, 0.29, 0.33, 0.28, 0.15, -0.07, 0.29, 0.19, 0.30, 0.29], "homo_lumo_gap_ev": 9.5, "spin_multiplicity": 1, "total_charge": 1, "fmax_ha_per_bohr": 0.0764}

Entry 3:
{"formula": "C17H22FN5O3", "method": "ωB97M-V/def2-TZVPD", "elements": ["F", "O", "O", "O", "N", "N", "N", "N", "N", "C", "C", "C", "C", "C", "C", "C", "C", "C", "C", "C", "C", "C", "C", "C", "C", "C", "H", "H", "H", "H", "H", "H", "H", "H", "H", "H", "H", "H", "H", "H", "H", "H", "H", "H", "H", "H", "H", "H"], "positions_angstrom": [[7.95321, -1.97986, -0.10585], [0.26997, -0.17495, 1.59921], [-1.11461, 3.04241, 1.21214], [3.51900, 1.93001, -1.85436], [-4.53214, -1.95830, -0.13665], [-3.24099, 0.58235, -0.20104], [0.60892, 1.35066, -0.03973], [-0.73966, 1.45037, -0.35265], [3.29082, 0.94982, 0.18857], [-4.74213, -3.34419, -0.48899], [2.45668, 0.84798, 1.36910], [1.50272, 2.33798, -0.60605], [0.99454, 0.60257, 1.02063], [6.81421, -1.26309, -0.03673], [-3.24958, -1.74863, 0.50752], [-1.54635, 2.21945, 0.44237], [2.88630, 1.73314, -0.84327], [4.49084, 0.19976, 0.11755], [6.83661, 0.07461, -0.38668], [-4.64207, -1.08269, -1.28599], [-4.52949, 0.37069, -0.83853], [-3.01834, 1.96913, 0.16346], [-3.12732, -0.29806, 0.95576], [5.65300, -1.88826, 0.38135], [5.66779, 0.80815, -0.30433], [4.48618, -1.15126, 0.45133], [-5.36085, 0.59783, -0.15144], [3.56937, -1.63550, 0.75178], [1.09809, 2.66941, -1.56347], [-3.85322, -1.29247, -2.03243], [-3.18332, -2.40103, 1.38013], [-5.61470, -1.24239, -1.75723], [-3.91905, -0.08177, 1.69121], [-3.59756, 2.29005, 1.04406], [-4.69067, -3.95099, 0.41361], [-5.73326, -3.45383, -0.92700], [5.66355, 1.85000, -0.57812], [-2.41163, -1.99134, -0.17150], [2.81554, 0.04889, 2.01657], [5.66797, -2.93589, 0.63622], [-2.15604, -0.14830, 1.43179], [-3.99638, -3.71974, -1.20792], [2.49693, 1.79007, 1.93612], [1.59218, 3.21179, 0.05483], [-3.30361, 2.60851, -0.67815], [-1.18618, 0.65056, -0.79433], [-4.60329, 1.02744, -1.70925], [7.75800, 0.52892, -0.71361]], "forces_ev_per_a": [[-0.046, 0.031, -0.006], [-0.046, -0.050, 0.250], [0.001, 0.149, 0.229], [0.093, 0.120, -0.204], [0.063, 0.046, -0.042], [-0.155, 0.103, 0.007], [-0.656, 0.243, -0.424], [0.426, -0.426, -0.156], [0.132, -0.217, 0.074], [-0.004, 0.040, 0.011], [-0.294, 0.098, 0.376], [0.246, 0.345, -0.196], [0.225, -0.243, 0.135], [-0.176, 0.075, 0.016], [-0.036, 0.196, 0.225], [-0.027, 0.038, -0.085], [-0.527, 0.242, -0.104], [0.354, -0.180, -0.073], [0.074, -0.236, 0.053], [-0.159, 0.227, 0.072], [-0.042, -0.150, -0.323], [-0.109, -0.002, 0.084], [0.179, -0.310, 0.096], [0.284, -0.004, -0.031], [-0.102, -0.091, 0.098], [0.026, 0.247, -0.101], [0.027, 0.021, -0.036], [-0.107, -0.041, 0.031], [0.136, -0.103, 0.163], [-0.053, 0.003, 0.010], [0.048, -0.006, -0.020], [0.039, 0.005, -0.030], [0.020, 0.022, -0.025], [0.120, -0.006, -0.078], [-0.010, -0.092, -0.004], [-0.027, -0.081, -0.028], [-0.007, 0.070, -0.019], [-0.006, -0.015, 0.039], [-0.130, 0.125, -0.136], [0.027, -0.101, 0.020], [-0.031, -0.001, -0.005], [0.014, -0.014, -0.015], [-0.010, -0.133, 0.055], [-0.024, -0.030, -0.082], [0.000, -0.010, 0.063], [0.173, 0.070, 0.106], [-0.031, -0.005, 0.042], [0.106, 0.028, -0.029]], "mulliken_charge": [-0.33, -0.64, -0.66, -0.62, -0.08, 0.04, 0.56, -0.57, 0.28, -1.08, -1.25, -0.88, 0.93, 0.34, -0.82, 0.40, 0.72, 0.02, -0.61, -0.78, -0.71, -0.81, -0.66, -0.80, -0.36, 0.04, 0.33, 0.48, 0.37, 0.33, 0.46, 0.46, 0.28, 0.37, 0.33, 0.34, 0.38, 0.32, 0.49, 0.42, 0.40, 0.38, 0.26, 0.32, 0.42, 0.33, 0.43, 0.42], "homo_lumo_gap_ev": 9.6, "spin_multiplicity": 1, "smiles": "CN1CCN(CC(=O)NN2CC(=O)N(c3ccc(F)cc3)CC2=O)CC1", "relative_energy_ev": 0.000, "fmax_ha_per_bohr": 0.0159}

no.,electronic energy (Eh)
1,-1511.17734
2,-2172.46822
3,-1260.38130